Computed, not measured: a structure of composition C23H40GeMnN2OSi3, with wB97M-V/def2-TZVPD.

Results
HOMO level (spin up / spin down)	-14.454 / -14.492	eV
Kohn-Sham gap (spin up / spin down)	8.61 / 7.88	eV
total charge	+2
spin multiplicity	6
energy relative to the best compared isomer or geometry (same formula, charge and spin)	9.2	kJ/mol
max |F|	0.8	eV Å⁻¹

Atoms and positions in Å:
Ge -0.3458 0.8235 2.5089
Mn 0.4219 0.2984 -0.0709
Si 1.6734 -0.6404 2.4855
Si 0.1094 2.6751 4.0213
Si -2.3348 -0.5162 2.8262
O -0.4409 -1.4582 -0.9234
N 1.0109 2.0064 -5.7787
N 1.8883 -0.3713 -1.4834
C -2.0274 -2.2891 2.3026
C 3.9058 -0.1034 -2.7350
C 2.3845 -1.8684 -3.2713
C 0.2159 2.1929 -3.3260
C -1.3723 1.6859 -1.5889
C -0.8223 2.1581 0.8597
C 3.2434 0.3667 2.4014
C 0.3059 -2.1790 -1.9211
C 3.0426 0.2766 -1.7344
C -0.5097 2.2242 -0.6218
C -1.0126 1.6667 -2.9278
C 1.0624 2.7791 -2.3884
C 0.7103 2.7777 -1.0480
C -2.7251 -0.4270 4.6457
C -1.5177 3.5908 4.0395
C 1.7607 -2.1494 1.3699
C 0.5596 2.0559 5.7160
C -3.6848 0.2550 1.7880
C 1.5722 -1.4318 -2.2369
C 3.5644 -1.1951 -3.5251
C 1.4943 3.6853 3.2638
C 0.6324 2.0955 -4.6986
C 1.3409 -1.3119 4.1968
H 2.4332 3.4710 3.7771
H 4.2121 -1.5154 -4.3301
H -0.2986 -2.2875 -2.8226
H 1.3653 3.2464 -0.3207
H 0.5904 2.9018 6.4081
H 2.1906 -1.9217 4.5153
H -1.5771 -2.3623 1.3104
H -3.6047 -1.0315 4.8795
H 3.2290 1.1523 3.1575
H 0.8098 -2.6829 1.3542
H 3.3984 0.8513 1.4335
H 1.6449 3.4818 2.2018
H 4.1136 -0.2670 2.5888
H -1.6840 1.2536 -3.6688
H -0.4237 3.0744 1.2906
H 1.5473 1.5933 5.7345
H 2.4994 -2.8057 1.8418
H 2.0899 -2.7219 -3.8676
H -2.9655 -2.8480 2.2889
H -1.8499 3.9136 3.0518
H -1.8994 -0.7994 5.2555
H 0.4608 -1.9586 4.1948
H -0.1706 1.3448 6.1053
H -2.3053 2.9801 4.4846
H 1.9936 3.2266 -2.7097
H -3.8487 1.3043 2.0419
H 4.8213 0.4469 -2.8970
H -3.4821 0.1894 0.7154
H 0.5511 -3.1720 -1.5376
H -1.9048 2.1850 0.9845
H 3.2642 1.1284 -1.1046
H 1.1886 -0.5342 4.9456
H -2.9405 0.5975 4.9546
H -1.4149 4.4900 4.6526
H -2.3365 1.2941 -1.2852
H -1.2868 -1.8941 -0.7661
H 1.3006 4.7542 3.3706
H -1.3580 -2.7973 2.9994
H -4.6250 -0.2710 1.9709
H 2.0992 -1.9932 0.3470